(1)
C6H12NO | ωB97M-V/def2-TZVPD

The geometry in XYZ format:
```
20
Properties=species:S:1:pos:R:3
C 2.782 -0.325 -0.937
O 3.661 -0.978 -0.168
C 1.293 -0.385 -0.511
C 0.984 0.385 0.737
C -0.410 0.833 0.990
C -1.409 1.078 0.025
N -1.947 -0.207 -0.599
C -2.761 -1.095 0.296
H 2.983 0.785 -1.090
H 2.703 -0.617 -2.018
H 0.481 -0.210 -1.257
H 1.183 -1.477 -0.330
H 1.735 0.067 1.504
H 0.897 1.541 0.509
H -0.512 1.270 1.996
H -1.026 1.639 -0.839
H -2.356 1.547 0.285
H -1.615 -1.102 0.562
H -3.124 -2.036 -0.147
H -3.543 -0.713 0.994
```

Calculated values
Total charge: -1
ΔE to the lowest compared entry with this formula, charge and spin: 726.9 kJ/mol
Frontier orbital gap: 5.0 eV
E_tot: -9945.8122 eV
Highest occupied orbital energy: -2.61 eV

(2)
C40H59AsN8O4RbS3Si | ωB97M-V/def2-TZVPD

The geometry in XYZ format:
```
117
Properties=species:S:1:pos:R:3
Rb -0.153 0.437 0.518
C -4.374 2.642 -3.276
C -3.199 2.249 -2.422
N -3.159 2.262 -1.149
N -4.237 2.861 -0.514
C -4.551 2.597 0.779
N -5.342 3.548 1.344
S -4.033 1.268 1.611
C -1.943 1.825 -3.133
C -1.936 1.639 -4.507
C -0.747 1.293 -5.139
C 0.400 1.163 -4.384
C 0.299 1.372 -3.017
N -0.842 1.675 -2.406
H -5.279 2.751 -2.688
H -4.564 1.853 -4.003
H -4.188 3.565 -3.831
H -4.642 3.670 -0.955
H -5.813 4.243 0.788
H -5.756 3.294 2.224
H -2.839 1.758 -5.089
H -0.727 1.134 -6.210
H 1.348 0.890 -4.827
H 1.172 1.280 -2.375
O -0.929 -1.689 -0.568
S -1.173 -1.555 -2.026
C -1.005 -3.200 -2.728
C -0.765 -3.366 -4.082
C -0.664 -4.651 -4.593
C -0.778 -5.747 -3.743
C -0.987 -5.558 -2.382
C -1.100 -4.275 -1.864
C -2.982 -1.522 -2.208
C -3.585 -1.351 -3.452
C -4.966 -1.312 -3.540
C -5.740 -1.448 -2.387
C -5.126 -1.617 -1.157
C -3.737 -1.649 -1.059
H -0.632 -2.499 -4.722
H -0.475 -4.800 -5.649
H -0.687 -6.750 -4.141
H -1.056 -6.410 -1.718
H -1.243 -4.094 -0.803
H -2.977 -1.249 -4.345
H -5.443 -1.188 -4.505
H -6.821 -1.426 -2.456
H -5.725 -1.721 -0.260
H -3.237 -1.788 -0.107
C 3.479 1.877 5.095
C 2.849 3.261 4.963
C 2.543 3.661 3.515
C 1.916 5.067 3.502
C 1.585 5.613 2.115
C 3.850 3.724 2.744
O 4.801 4.387 3.127
N 3.897 3.018 1.582
C 2.806 2.343 0.981
O 2.995 1.935 -0.174
N 1.673 2.183 1.664
C 1.518 2.678 2.915
O 0.517 2.443 3.585
H 3.638 1.621 6.144
H 4.450 1.832 4.594
H 2.840 1.104 4.662
H 3.511 4.021 5.383
H 1.901 3.287 5.502
H 2.614 5.738 4.008
H 1.006 5.003 4.102
H 2.488 5.732 1.509
H 1.108 6.592 2.192
H 0.907 4.947 1.577
H 4.743 3.071 1.037
N 1.856 -1.725 -2.594
C 2.884 -1.214 -2.748
N 4.052 -0.601 -2.872
C 4.821 -0.669 -4.110
C 5.148 0.742 -4.588
C 5.828 1.543 -3.474
C 4.961 1.561 -2.212
C 4.650 0.145 -1.758
H 4.250 -1.226 -4.849
H 5.751 -1.216 -3.917
H 4.215 1.239 -4.872
H 5.781 0.690 -5.477
H 6.042 2.559 -3.813
H 6.791 1.074 -3.238
H 4.017 2.078 -2.414
H 5.453 2.096 -1.399
H 3.972 0.139 -0.909
H 5.575 -0.365 -1.464
C -3.223 -4.370 5.171
As -3.424 -3.284 3.593
C -5.336 -3.074 3.390
C -2.850 -1.555 4.180
S -2.525 -4.132 1.934
H -3.944 -4.082 5.937
H -2.209 -4.238 5.545
H -3.366 -5.406 4.877
H -5.830 -3.014 4.360
H -5.698 -3.929 2.825
H -5.524 -2.160 2.827
H -3.450 -1.267 5.045
H -2.992 -0.841 3.377
H -1.796 -1.588 4.439
C 1.243 -1.717 4.323
Si 1.701 -1.799 2.445
C 1.895 -3.708 2.281
C 3.563 -1.284 2.540
H 1.975 -2.233 4.973
H 0.279 -2.213 4.468
H 1.146 -0.680 4.667
H 2.528 -4.145 3.076
H 2.345 -3.963 1.313
H 0.911 -4.189 2.325
H 4.114 -1.771 3.367
H 3.663 -0.198 2.664
H 4.062 -1.552 1.599
```

Calculated values
Total charge: -1
ΔE to the lowest compared entry with this formula, charge and spin: 367.9 kJ/mol
Frontier orbital gap: 3.2 eV
E_tot: -164427.6197 eV
Highest occupied orbital energy: -1.75 eV

(3)
C23H52NO5P2SSiZr | ωB97M-V/def2-TZVPD

The geometry in XYZ format:
```
86
Properties=species:S:1:pos:R:3
C 0.711 -1.043 -5.711
C 0.682 -0.699 -4.356
N -0.426 -0.827 -3.587
C -1.573 -1.145 -4.222
C -1.590 -1.578 -5.550
C -0.426 -1.542 -6.313
C 2.014 -0.342 -3.777
P 2.068 -0.096 -1.929
Zr -0.340 -0.598 -1.058
P -2.774 -0.133 -1.933
C -2.902 -1.037 -3.528
O 2.523 3.887 -5.014
O -1.901 3.187 -5.140
H 1.659 -0.979 -6.252
H -2.528 -1.915 -5.966
H -0.412 -1.897 -7.343
C 3.061 -1.659 -1.822
C 3.268 1.270 -1.749
H -3.606 -0.494 -4.185
H -3.335 -2.038 -3.367
H 2.485 0.488 -4.300
H 2.673 -1.192 -4.057
C -4.237 -0.811 -1.088
C -3.349 1.486 -2.543
H -1.659 2.257 -4.945
H -1.179 3.654 -4.734
H 2.996 3.649 -4.241
H 2.307 3.040 -5.437
H -0.096 -2.313 -0.786
H -1.675 0.592 -0.218
H 4.003 -1.447 -2.354
H 3.268 -2.036 -0.813
H 2.476 -2.423 -2.358
H 4.297 0.906 -1.897
H 3.063 2.069 -2.481
H 3.198 1.709 -0.743
H -4.264 1.340 -3.138
H -3.572 2.142 -1.695
H -2.603 1.984 -3.175
H -5.155 -0.503 -1.614
H -4.183 -1.910 -1.074
H -4.267 -0.440 -0.057
C -0.592 -2.812 3.554
C -1.193 -2.185 2.301
C -1.587 -3.305 1.352
C -2.396 -1.316 2.635
O -0.144 -1.303 1.616
Si 0.203 0.277 2.005
S -0.667 1.490 0.516
O -0.278 0.696 3.522
C -0.781 1.940 4.168
C -2.101 2.386 3.550
C -1.021 1.632 5.637
C 0.274 3.025 4.034
O 1.816 0.538 1.751
C 2.913 -0.024 2.545
C 4.219 0.458 1.922
C 2.794 0.515 3.968
C 2.860 -1.547 2.442
H -1.347 -3.470 4.024
H -0.315 -2.053 4.296
H 0.275 -3.442 3.311
H -2.338 -3.950 1.846
H -2.055 -2.923 0.431
H -0.725 -3.933 1.084
H -2.171 -0.656 3.482
H -2.690 -0.715 1.761
H -3.246 -1.959 2.913
H -2.841 1.574 3.560
H -2.500 3.211 4.162
H -1.969 2.762 2.528
H -0.103 1.302 6.138
H -1.366 2.551 6.136
H -1.802 0.872 5.766
H 1.174 2.738 4.591
H 0.523 3.208 2.981
H -0.116 3.957 4.466
H 4.297 1.552 1.955
H 5.052 0.040 2.506
H 4.327 0.118 0.882
H 1.848 0.223 4.446
H 3.619 0.130 4.583
H 2.866 1.612 3.943
H 2.008 -1.966 2.998
H 2.795 -1.845 1.382
H 3.785 -1.966 2.866
```

Calculated values
Total charge: +1
ΔE to the lowest compared entry with this formula, charge and spin: 109.8 kJ/mol
Frontier orbital gap (alpha / beta): 5.4 / 5.4 eV
E_tot: -74990.9847 eV
Highest occupied orbital energy (alpha / beta): -8.38 / -8.39 eV